The following is a DFT calculation (ωB97M-V with the def2-TZVPD basis set) of a structure of composition C43H45BiBrN7O4SSe3Si2Te.

For the HOMO energy, the calculation gives -5.81 eV. The value obtained for the HOMO-LUMO gap is 0.1553 hartree. Its energy relative to the best compared isomer or geometry (same formula, charge and spin) is 9.4 kJ/mol.

Geometry as XYZ:
```
108
Properties=species:S:1:pos:R:3:forces:R:3:lowdin_charge:R:1
O 4.4529 3.5263 5.4933 -0.61 0.19 0.24 0.09
H -4.7784 0.0589 -0.1260 -0.02 -0.05 -0.04 0.01
H -0.9377 1.3386 4.1999 -0.02 -0.08 0.02 0.02
C -1.2726 -3.8831 -3.4905 -0.17 -0.09 -0.09 -0.68
N -2.8340 2.0073 0.9710 -0.06 0.13 0.28 -0.07
C -0.3594 0.4434 3.9580 0.16 0.10 0.06 -0.17
C 2.6278 1.8060 -1.3394 -0.10 -0.01 0.15 -0.12
Si -4.0511 -1.4944 1.6918 0.07 0.18 0.14 0.43
C 0.2994 -2.9101 -1.9876 -0.05 0.04 -0.07 -0.10
C 2.6751 -0.0863 -6.5859 -0.01 0.08 -0.12 -0.09
Se -2.4942 3.5424 -3.0918 -0.01 -0.15 0.04 -0.20
C -4.6475 3.4972 1.5327 0.00 0.02 -0.03 -0.08
H 1.8446 2.0750 -9.0717 -0.02 0.01 0.05 0.10
H -1.3456 -2.2415 5.2551 -0.07 0.03 -0.12 0.03
H -2.6092 -2.8198 4.1579 0.05 0.09 0.14 0.02
C 0.9336 1.9632 -7.1623 -0.11 0.06 0.09 -0.07
H 0.2229 2.7660 -7.3053 -0.01 -0.05 0.07 0.13
C -3.2410 1.0791 1.9095 -0.05 -0.13 0.08 -0.40
Te -1.3961 5.6472 -2.3173 0.18 -0.23 0.22 0.31
N 2.1902 -1.8557 -0.8386 -0.02 0.15 0.21 0.16
C -1.8144 -1.8127 -2.4000 0.12 -0.15 0.00 -0.23
H -5.4955 -1.5450 -0.3614 0.00 0.04 0.03 0.02
H -3.4155 -0.4639 -3.9899 -0.01 -0.06 0.07 0.10
H 0.6037 -4.7749 -3.0447 -0.04 0.04 0.01 0.10
C -2.1302 -1.9177 4.5574 0.15 -0.06 0.13 -0.20
H -4.4326 -1.4776 -2.9235 -0.05 -0.04 0.07 0.09
C 4.4121 -1.5611 0.3139 0.03 0.01 0.05 -0.01
C 4.0702 2.9026 3.2857 -0.34 -0.03 -0.31 -0.05
H -4.1878 -3.8266 0.8501 0.11 0.08 0.05 0.03
H 6.3485 -1.7235 1.2056 -0.05 -0.03 -0.01 0.10
H 3.4415 0.2168 -8.5430 -0.02 -0.03 0.02 0.11
O 6.1123 2.8473 4.3571 0.23 -0.14 -0.29 0.08
N 1.9633 2.1627 -0.2540 0.36 0.05 0.18 -0.03
H -2.7107 -3.0478 0.2503 0.01 0.02 -0.01 0.01
C 4.0133 1.6122 -1.3510 0.07 -0.02 -0.16 -0.02
H 5.7879 2.3650 2.2246 0.01 -0.07 -0.03 0.13
H -5.1759 4.4189 1.3270 0.05 -0.05 -0.02 0.10
C 4.7155 2.4885 2.1781 0.28 0.01 0.19 0.07
C -2.1506 -2.8255 -3.2809 0.08 -0.11 -0.02 -0.05
H 2.3291 3.8677 5.2790 0.12 0.05 0.14 0.10
H -5.9446 -1.1183 3.2981 0.05 -0.10 -0.02 0.02
H -0.6407 -2.6429 1.5131 0.06 0.09 0.07 0.01
C 3.4047 -2.2766 -0.3270 -0.02 -0.09 -0.01 -0.20
H 2.1456 -4.9615 -1.4794 -0.08 -0.08 -0.02 0.16
N 4.9353 3.1087 4.4671 0.24 0.03 0.15 -0.34
C 3.5474 -3.6524 -0.5465 -0.01 0.09 -0.06 -0.18
C -3.3620 -3.1552 1.1208 -0.04 -0.12 0.05 -0.18
H -2.7840 -3.6439 1.9159 -0.09 0.05 -0.14 0.02
C -5.1956 -1.9060 3.1559 -0.07 -0.12 0.06 -0.19
H -2.8810 -1.3612 5.1289 0.09 -0.05 -0.05 0.02
C 2.7155 0.5287 -7.8024 -0.04 -0.02 0.13 -0.06
C 5.5431 -2.2527 0.7085 0.01 0.06 0.03 -0.09
H 0.7811 -1.0160 -0.7318 0.05 0.40 0.09 0.04
C 1.8221 1.5836 -8.1105 0.12 -0.05 -0.15 -0.07
Se -0.6941 2.0447 -2.9289 -0.38 0.05 -0.28 -0.05
O -0.1538 -0.7896 -0.9945 -0.41 -0.26 -0.25 -0.10
C 1.9370 2.8454 2.0774 0.00 0.02 0.23 -0.15
N 0.9027 1.3384 -5.9591 0.26 -0.09 -0.18 0.04
H -3.0913 -2.8095 -3.8095 0.03 -0.03 0.05 0.10
H 4.4989 1.2962 -2.2648 -0.06 -0.01 0.03 0.12
C -0.0711 -3.9520 -2.8452 0.19 -0.07 0.01 -0.09
H -5.8838 2.8710 3.1854 0.04 -0.03 0.00 0.11
H 0.4759 0.7312 3.3100 -0.05 0.03 0.06 0.01
H -6.1623 -0.4503 0.8553 0.11 -0.02 -0.09 0.03
H 2.0446 1.6514 -2.2407 0.02 -0.05 -0.01 0.02
H -4.6367 0.7601 3.5078 0.03 0.04 -0.03 0.10
H 4.3051 -0.4972 0.4923 -0.03 -0.23 0.02 0.08
C 1.7377 0.3174 -5.5907 -0.14 0.08 0.13 -0.76
H 0.0714 0.0646 4.8929 -0.05 0.01 -0.12 0.04
H -3.2029 3.8039 0.0035 0.03 -0.05 0.08 0.01
C -5.0391 2.6268 2.5497 -0.02 -0.12 0.04 -0.06
H -5.7347 -2.8447 2.9682 0.01 0.13 0.03 0.03
H 5.7866 1.6588 -0.1537 -0.09 0.02 -0.02 0.13
C -2.7131 -0.2734 2.0304 0.36 0.46 -0.34 -0.34
H -4.6433 -2.0183 4.0930 -0.17 -0.03 -0.16 0.00
C 4.6734 -4.3565 -0.1381 0.01 -0.08 0.00 -0.02
C 4.7122 1.8115 -0.1963 0.19 0.20 0.03 -0.01
Br -1.7814 -5.2620 -4.6918 0.04 0.03 0.02 0.73
Se -0.5570 4.6623 -0.1189 -0.01 0.71 -0.10 -0.10
H -4.2744 0.2576 -2.6121 0.00 0.04 0.08 0.09
C 1.8589 3.6304 4.3459 0.09 -0.06 -0.13 0.03
C -3.7517 -0.6273 -2.9594 0.01 0.27 -0.04 -0.08
Bi -0.5471 2.0131 -0.1739 -0.94 -0.80 0.11 1.31
H 0.7124 -1.5890 1.9613 -0.06 0.00 -0.06 0.01
C -0.0922 3.4771 2.9873 -0.05 0.04 -0.21 -0.17
O -2.6403 -0.8017 -2.0964 -0.12 0.37 0.02 -0.09
H 6.5708 -4.1376 0.8167 -0.04 0.00 0.00 0.10
C 1.6131 -2.9177 -1.3485 0.13 -0.12 0.00 -0.24
H 0.1560 -2.8386 3.0839 0.00 0.12 -0.12 0.03
C -3.5437 3.1484 0.7976 0.07 -0.17 -0.05 -0.22
N 0.5992 3.0073 1.9737 0.36 -0.14 0.10 -0.09
C -0.5513 -1.8189 -1.7776 0.41 -0.10 0.19 -0.22
H 4.7669 -5.4255 -0.2937 0.01 0.08 -0.02 0.11
C 4.0326 2.2289 0.9640 -0.27 -0.03 -0.26 -0.13
H 3.3487 -0.8893 -6.3250 -0.01 0.01 -0.02 0.10
C 0.5132 3.8190 4.1937 0.02 0.12 0.15 -0.02
Si -1.4051 -0.8916 3.1334 -0.35 -0.09 -0.15 0.39
C -0.1801 -2.0978 2.3438 0.16 -0.18 -0.01 -0.18
C 2.6361 3.1285 3.2750 -0.07 0.01 0.07 -0.04
C 2.6432 2.3876 0.8980 0.11 0.02 -0.10 -0.14
C -5.2309 -0.7925 0.3890 -0.10 -0.03 -0.13 -0.16
H -0.0775 4.2252 5.0044 0.00 -0.07 -0.04 0.12
H -1.1602 3.5908 2.8246 0.03 -0.02 0.07 0.11
H 0.2584 1.6437 -5.2368 -0.10 0.07 0.04 0.01
C -4.3497 1.4528 2.7279 0.02 0.24 -0.11 -0.05
N 2.3903 -4.0298 -1.2037 0.10 -0.03 0.01 0.19
S 1.6010 -0.3509 -4.0600 0.22 -0.15 0.00 0.65
C 5.6717 -3.6315 0.4888 -0.05 -0.01 -0.04 -0.09
```
Forces are in eV/Å.